A 4-piece molecular cluster, C4H17N2O2 overall, computed with ωB97M-V/def2-TZVPD.

ΔE to the lowest compared entry with this formula, charge and spin in kcal/mol: 153.34
E_LUMO in eV: -4.802
HOMO-LUMO gap in hartree: 0.2510
HOMO level in eV: -11.63
DFT total energy in hartree: -422.1483

```
! wB97M-V def2-TZVPD RIJCOSX def2/J DEFGRID3
* xyz 1 1
C 0.05 -0.05 -0.17
C 1.49 0.20 -0.53
C 1.63 0.18 -2.00
C 1.38 1.56 -2.63
N 2.62 2.27 -2.63
N -0.09 -0.66 1.24
H 0.19 -1.28 -2.28
H -0.56 0.85 -0.01
H 1.85 1.17 -0.19
H 2.11 -0.58 -0.08
H 0.74 -0.57 -2.27
H 2.57 -0.27 -2.29
H 0.96 1.44 -3.64
H 0.59 2.04 -2.06
H 3.40 1.70 -2.89
H 2.77 3.26 -2.64
H -1.02 -0.40 1.65
H -0.26 -1.66 1.11
H 0.69 -0.58 1.90
H -2.99 -1.12 2.97
H -3.27 -0.16 1.80
O -2.62 -0.80 2.13
H -4.16 -1.83 5.19
H -4.32 -2.70 3.99
O -3.75 -2.01 4.33
*
```